Entry 1:
{
  "formula": "C2H4N2O4",
  "method": "wB97M-V/def2-TZVPD",
  "species": ["H", "N", "C", "H", "O", "C", "O", "N", "H", "H", "O", "O"],
  "coordinates": [[1.45052, 1.41186, -0.08282], [1.33068, -1.12360, -0.07564], [-1.86510, -0.86495, -0.16804], [-1.06717, 2.47314, -0.13309], [-0.61962, 1.64291, 0.38990], [0.40692, -0.23627, -0.37909], [-1.84212, -0.68988, 1.04311], [0.52821, 1.17971, -0.52253], [-2.68972, -1.28298, -0.68055], [2.60410, -1.39883, 1.23101], [2.54226, -0.41619, 0.37869], [-0.77896, -0.69491, -1.00095]],
  "atomic_forces_ev_per_a": [[-1.208, 0.217, 0.039], [-1.981, 3.232, -0.970], [1.963, 0.310, 3.461], [1.891, -3.059, 1.606], [0.415, 2.923, -2.899], [1.135, -1.043, -1.259], [-0.137, -0.427, -2.798], [-0.780, -0.911, 2.080], [-0.923, -0.194, -0.978], [0.650, 4.926, -3.528], [-1.189, -5.911, 3.911], [0.163, -0.062, 1.335]],
  "nbo_charge": [0.39, -0.20, 0.65, 0.48, -0.58, 0.60, -0.54, -0.35, 0.14, 0.51, -0.58, -0.50],
  "total_charge": 0,
  "de_lowest_ev": 5.542,
  "homo_ev": -9.94,
  "lumo_energy_ev": 0.2
}

***

Entry 2:
{
  "formula": "C2H4N2O6",
  "method": "wB97M-V/def2-TZVPD",
  "species": ["O", "N", "C", "O", "O", "H", "H", "H", "O", "H", "O", "C", "O", "N"],
  "coordinates": [[0.98484, -0.73737, 2.21260], [-1.33369, -1.55632, 1.19744], [0.62357, 0.13471, -0.53327], [-2.45311, -1.99723, 1.48685], [1.34461, -0.94642, -0.41397], [1.07931, 1.12218, -0.20238], [-1.83023, 1.59989, 1.71871], [0.70732, -1.73038, -0.17996], [0.08868, 1.19156, 2.66284], [-0.35566, 0.01663, -0.98015], [-0.34104, -2.24939, 0.83142], [-0.99432, -0.19697, 1.31055], [-2.05514, 0.69821, 1.17013], [0.14648, 0.07891, 2.18168]],
  "atomic_forces_ev_per_a": [[3.040, -1.357, 1.569], [-0.216, -0.607, 0.511], [-0.116, -1.069, 1.697], [1.852, 0.658, -0.912], [-0.553, 1.300, -0.099], [-0.576, -1.358, -0.792], [-0.417, -3.412, -1.653], [0.269, 0.666, -0.024], [0.694, 1.223, 1.056], [0.127, 0.581, -0.449], [-1.693, -1.023, 0.105], [-0.464, 1.858, -1.321], [1.859, 1.868, 2.415], [-3.805, 0.672, -2.103]],
  "nbo_charge": [-0.34, 0.45, 0.18, -0.33, -0.60, 0.21, 0.53, 0.53, -0.45, 0.19, -0.45, 0.27, -0.69, 0.50],
  "total_charge": 0,
  "de_lowest_ev": 2.592,
  "homo_ev": [-9.00, -9.00],
  "lumo_energy_ev": [-1.5, -1.5]
}

***

Entry 3:
{
  "formula": "C2H4N2OP2",
  "method": "wB97M-V/def2-TZVPD",
  "species": ["O", "N", "P", "H", "C", "H", "H", "C", "N", "H", "P"],
  "coordinates": [[1.45202, 0.63102, 0.82910], [0.09858, -1.05293, 0.00074], [-2.25369, 1.11858, 2.11855], [2.68739, 0.42108, -1.50205], [1.21637, -0.59541, -0.09288], [-3.21085, 0.31216, 1.36913], [2.53479, -1.38474, -2.19791], [-0.69415, 0.53540, 1.58036], [0.42889, 1.02737, 1.53380], [-2.34325, 0.27354, 3.23354], [2.81652, -0.82197, -0.80174]],
  "atomic_forces_ev_per_a": [[2.071, -2.579, -2.546], [-0.516, -1.673, -1.146], [-1.026, 0.083, 0.294], [0.362, -0.013, 0.610], [-0.510, 2.228, 1.873], [0.862, 0.251, 0.158], [-0.117, 0.098, 1.970], [-0.530, -0.005, -0.325], [-1.838, 1.920, 1.973], [-0.102, -0.060, 0.295], [1.344, -0.249, -3.156]],
  "lowdin_spin": [0.21, 0.73, 0.17, 0.00, 0.09, 0.04, 0.00, 0.54, 0.17, 0.00, 0.06],
  "total_charge": 0,
  "de_lowest_ev": 4.944,
  "multiplicity": 3,
  "homo_ev": [-6.88, -9.71],
  "lumo_energy_ev": [0.8, -2.6],
  "s2": 2.02
}

***

Entry 4:
{
  "formula": "C2H4N2OS",
  "method": "wB97M-V/def2-TZVPD",
  "species": ["H", "C", "N", "N", "C", "H", "S", "H", "H", "O"],
  "coordinates": [[-2.29309, -0.54595, 1.32358], [-2.41706, -0.77842, 0.31137], [2.21640, 0.86028, -0.17489], [1.62195, -1.46461, -0.00097], [1.78740, -0.34857, -0.19338], [1.86904, 1.47990, -0.87666], [-1.40445, -0.11514, -0.79637], [-3.32068, -1.43699, 0.07333], [2.62327, 1.30751, 0.63944], [-0.68278, 1.04198, -0.30545]],
  "atomic_forces_ev_per_a": [[0.090, 0.700, 1.385], [-0.563, -0.555, -2.153], [0.997, 2.968, -0.509], [-0.825, -1.604, -0.229], [0.489, -1.153, 1.069], [-0.190, 0.347, -0.089], [-2.515, -1.530, 0.267], [1.900, 0.721, -0.144], [-0.300, -0.562, -0.178], [0.915, 0.669, 0.581]],
  "nbo_charge": [0.22, -0.74, -0.84, -0.41, 0.42, 0.41, 1.20, 0.25, 0.42, -0.93],
  "total_charge": 0,
  "de_lowest_ev": 3.359,
  "homo_ev": -9.62,
  "lumo_energy_ev": -0.3
}

***

Entry 5:
{
  "formula": "C2H4N2OS",
  "method": "wB97M-V/def2-TZVPD",
  "species": ["H", "O", "H", "H", "C", "H", "N", "S", "C", "N"],
  "coordinates": [[1.90383, -1.85316, -0.21833], [0.51393, 0.79665, 0.26295], [-1.68203, -1.59724, 0.26967], [2.69044, -0.11070, 0.12311], [-0.70559, 1.34624, -0.10952], [-0.51576, 2.50324, -0.16768], [-1.88554, 0.93839, -0.06600], [-2.63325, -0.65205, 0.04257], [1.75171, -0.81651, -0.02456], [0.56227, -0.55485, -0.11221]],
  "atomic_forces_ev_per_a": [[0.807, -0.726, -0.158], [-2.240, 0.881, -1.159], [0.143, 0.621, -0.051], [-2.408, -1.268, 0.004], [0.813, 2.847, 1.653], [-0.543, -2.218, -0.132], [-0.571, -1.729, -0.713], [0.630, 1.230, 0.054], [4.951, -1.339, -0.407], [-1.582, 1.701, 0.909]],
  "nbo_charge": [0.19, -0.41, 0.11, 0.20, 0.38, 0.17, -0.60, 0.17, -0.09, -0.14],
  "total_charge": 0,
  "de_lowest_ev": 4.828,
  "homo_ev": -8.92,
  "smiles": "C=NO/C=N\\S",
  "lumo_energy_ev": 0.8
}

***

Entry 6:
{
  "formula": "C2H4N2OS",
  "method": "wB97M-V/def2-TZVPD",
  "species": ["H", "O", "N", "C", "H", "C", "N", "S", "H", "H"],
  "coordinates": [[0.48454, -1.66509, 1.22645], [1.36399, -0.75875, -0.31454], [0.21950, 1.14494, -0.16559], [1.13169, 0.45431, -0.71232], [1.78416, 0.92748, -1.44746], [-0.48050, 0.13627, 0.70562], [0.19954, -1.07724, 0.48265], [-2.10681, -0.09463, -0.19571], [-1.77901, 0.52354, -1.34184], [-0.81711, 0.40919, 1.76273]],
  "atomic_forces_ev_per_a": [[0.619, -0.140, 0.933], [0.228, -1.935, 0.128], [-0.374, -0.757, 1.336], [0.285, 2.733, -0.088], [0.070, -0.645, 0.119], [-2.077, 1.397, -1.168], [0.998, -0.744, -0.504], [-1.030, 0.278, 0.337], [0.151, -0.029, 0.233], [1.131, -0.159, -1.326]],
  "nbo_charge": [0.38, -0.33, -0.48, 0.36, 0.21, -0.05, -0.36, -0.10, 0.14, 0.23],
  "total_charge": 0,
  "de_lowest_ev": 3.822,
  "homo_ev": -8.71,
  "smiles": "S[C@@H]1N=CON1",
  "lumo_energy_ev": 0.8
}

***

Entry 7:
{
  "formula": "C2H4N2OS",
  "method": "wB97M-V/def2-TZVPD",
  "species": ["C", "H", "N", "H", "C", "O", "N", "S", "H", "H"],
  "coordinates": [[0.47377, -0.63118, -0.66165], [0.05402, -0.82942, 1.68790], [-0.76891, 0.85325, 0.82875], [-0.56780, 1.29583, -1.15607], [-0.39249, 0.59659, -0.37763], [0.74657, -1.58914, 0.04363], [-0.46842, 0.06948, 1.83037], [1.06824, -0.68866, -2.34370], [0.76107, 0.60828, -2.53970], [-0.90605, 0.31498, 2.68809]],
  "atomic_forces_ev_per_a": [[-0.508, 0.138, -0.777], [-0.782, 1.153, 0.140], [-0.357, 0.424, -0.331], [-0.355, 0.436, -0.349], [1.671, -2.254, 1.462], [-0.504, 1.044, 0.298], [0.761, -1.224, -0.490], [0.002, 0.544, -0.003], [0.146, -0.293, -0.373], [-0.073, 0.031, 0.424]],
  "nbo_charge": [0.37, 0.41, -0.13, 0.20, -0.19, -0.59, -0.58, 0.01, 0.12, 0.38],
  "total_charge": 0,
  "de_lowest_ev": 2.228,
  "homo_ev": -9.27,
  "smiles": "N/N=C\\C(=O)S",
  "lumo_energy_ev": 0.2
}

***

Entry 8:
{
  "formula": "C2H4N2OS",
  "method": "wB97M-V/def2-TZVPD",
  "species": ["H", "H", "H", "N", "S", "N", "C", "O", "H", "C"],
  "coordinates": [[-1.24241, -0.15347, -0.71946], [-0.84137, 1.42323, -0.19746], [0.74148, -1.06221, 1.09468], [-1.55907, 0.16279, 1.28059], [1.24248, 1.16407, 1.71319], [-1.29286, 0.57020, 2.38493], [0.76540, -0.08154, 0.49946], [-2.56913, -0.59804, 1.06462], [1.24673, -0.16564, -0.51270], [-0.77593, 0.36781, 0.05826]],
  "atomic_forces_ev_per_a": [[-0.473, -1.252, -0.859], [0.457, 0.155, 0.248], [-0.077, 1.151, -1.502], [-1.716, -1.893, -1.184], [-2.148, -0.598, -0.003], [2.906, 1.335, 0.557], [-2.564, -0.233, -0.367], [0.014, 0.571, 0.445], [0.286, 0.263, 1.298], [3.317, 0.499, 1.368]],
  "nbo_charge": [0.24, 0.23, 0.24, 0.20, 0.15, -0.01, -0.61, -0.48, 0.26, -0.23],
  "total_charge": 0,
  "de_lowest_ev": 7.201,
  "homo_ev": [-9.67, -9.67],
  "lumo_energy_ev": [-2.9, -2.9]
}

***

Entry 9:
{
  "formula": "C2H4N2OS",
  "method": "wB97M-V/def2-TZVPD",
  "species": ["O", "C", "H", "S", "H", "N", "H", "N", "H", "C"],
  "coordinates": [[0.53163, 1.65144, -0.22410], [0.77582, 0.33246, -0.11610], [-1.16262, -2.06209, 0.27589], [2.16459, -0.30713, 0.00598], [-1.41280, 1.55568, 0.39561], [-1.58217, 0.53360, 0.10968], [1.38779, 1.97967, -0.35775], [-0.47077, -1.62195, -0.34749], [0.43784, -1.83396, 0.41373], [-0.66932, -0.22772, -0.15545]],
  "atomic_forces_ev_per_a": [[0.115, -0.242, -0.103], [-4.920, 2.812, -0.643], [-0.532, -0.241, -1.049], [3.619, -1.701, 0.373], [0.165, -2.508, -1.164], [-3.712, 1.730, 1.110], [2.085, 1.753, -0.159], [0.608, -1.008, 4.308], [-2.667, 0.807, -3.342], [5.239, -1.402, 0.667]],
  "nbo_charge": [-0.66, 0.07, 0.37, 0.03, 0.40, -0.64, 0.49, -0.80, 0.38, 0.36],
  "total_charge": 0,
  "de_lowest_ev": 3.099,
  "homo_ev": -9.17,
  "smiles": "[H]/N=C(/N)C(O)=S",
  "lumo_energy_ev": -0.3
}

***

Entry 10:
{
  "formula": "C2H4N2OS2",
  "method": "wB97M-V/def2-TZVPD",
  "species": ["S", "H", "H", "O", "C", "H", "C", "N", "H", "S", "N"],
  "coordinates": [[-0.13336, -1.75716, 0.57147], [1.09370, -1.45461, 0.93716], [2.84379, -0.31967, -1.21569], [1.91833, -0.55188, -0.86624], [-0.51413, -0.05482, 0.06755], [1.05217, 2.57620, 1.08184], [0.61865, 0.88872, 0.20046], [1.71494, 0.77464, -0.35928], [-0.61028, 2.47109, 0.29891], [-1.98661, 0.30974, -0.57429], [0.22311, 1.98212, 0.96855]],
  "atomic_forces_ev_per_a": [[-1.295, 1.405, -0.216], [0.607, -0.152, 0.262], [-1.902, -1.317, 0.391], [2.873, 2.037, -1.215], [-0.938, -2.566, -0.417], [-0.641, 0.273, -0.159], [-3.223, 0.287, 0.827], [2.050, -0.696, -0.169], [2.850, -1.317, 2.720], [1.297, 0.001, 0.570], [-1.678, 2.045, -2.596]],
  "nbo_charge": [0.13, 0.13, 0.49, -0.59, -0.28, 0.39, 0.25, -0.18, 0.40, 0.04, -0.80],
  "total_charge": 0,
  "de_lowest_ev": 3.085,
  "homo_ev": -9.09,
  "smiles": "N/C(=N/O)C(=S)S",
  "lumo_energy_ev": -0.6
}